one.
The following is a DFT calculation (ωB97M-V with the def2-TZVPD basis set) of a single C3H6N2 molecule.

```
11
Properties=species:S:1:pos:R:3:lowdin_charge:R:1
H -2.90253 0.06551 0.16189 0.07
N -1.90986 0.46267 0.10602 0.08
C -1.15477 -0.51246 -0.23348 -0.32
N 0.19552 -0.36370 -0.61044 -0.11
C 0.87953 0.90259 -0.23505 -0.12
C 1.36256 -0.45188 0.26960 -0.12
H -1.45145 -1.60087 -0.37093 0.13
H 0.29397 1.44896 0.52868 0.10
H 1.40267 1.46739 -0.94350 0.08
H 1.03144 -0.49524 1.39659 0.14
H 2.25294 -0.92299 -0.06938 0.08
```

Computed properties:
SMILES = [H]/N=C/N1CC1
frontier orbital gap = 10.7 eV
highest occupied orbital energy = -0.3509 Ha
charge = 0

two.
The following is a DFT calculation (ωB97M-V with the def2-TZVPD basis set) of a molecular structure, C3H6N2.

```
11
Properties=species:S:1:pos:R:3:lowdin_charge:R:1
C -0.39238 1.15392 -0.01954 -0.30
C 0.88187 0.64522 0.04771 -0.19
C 1.15949 -0.70869 -0.00657 -0.04
H -2.28847 -1.14358 0.27813 0.03
H -0.78551 -1.00308 0.67351 0.06
H -0.43816 2.16677 -0.05256 0.07
H 1.91534 1.37118 0.07641 0.17
H 2.45562 -0.94957 -0.29882 0.14
H 0.51382 -1.41034 -0.50979 0.02
N -1.48031 -0.78441 -0.06612 0.01
N -1.54132 0.66258 -0.12235 0.03
```

Computed properties:
frontier orbital gap = 9.3 eV
highest occupied orbital energy = -0.3358 Ha
charge = 0

Winner for stability: one

one.
The following is a DFT calculation (ωB97M-V with the def2-TZVPD basis set) of a molecular structure, CH3NOS.

```
7
Properties=species:S:1:pos:R:3:lowdin_charge:R:1
C -0.53407 1.62775 -0.19535 -0.24
N 0.67794 -1.24856 0.32461 -0.50
O -1.23828 2.35919 -0.79764 0.05
S -0.53029 -0.68244 -0.62087 0.61
H 0.08278 1.73458 0.62182 0.04
H 1.29148 -1.81762 -0.28045 0.02
H 0.25044 -1.97289 0.94788 0.03
```

Computed properties:
frontier orbital gap = 9.1 eV
highest occupied orbital energy = -0.3152 Ha
charge = 0

two.
The following is a DFT calculation (ωB97M-V with the def2-TZVPD basis set) of a single CH3NOS molecule.

```
7
Properties=species:S:1:pos:R:3:lowdin_charge:R:1
O -1.64373 -0.80081 0.01343 0.04
C -1.30465 0.33564 -0.02109 -0.44
N 0.00538 0.82618 0.17881 -0.37
S 1.32058 -0.23000 -0.11137 0.78
H -2.01421 1.13032 -0.27053 0.13
H 0.09681 1.71693 -0.24281 0.05
H 1.72823 -0.55784 1.06268 -0.19
```

Computed properties:
SMILES = O=CNS
frontier orbital gap = 10.6 eV
highest occupied orbital energy = -0.3617 Ha
charge = 0

three.
The following is a DFT calculation (ωB97M-V with the def2-TZVPD basis set) of a single CH3NOS molecule.

```
7
Properties=species:S:1:pos:R:3:lowdin_charge:R:1
O 0.67660 0.32852 -0.90190 0.00
N 0.57840 0.12164 0.48320 -0.14
C -0.50201 -0.53979 0.84877 -0.70
S -0.42059 -1.35808 2.30436 0.56
H 0.15553 1.07824 -1.00226 0.06
H 1.42322 -0.07617 1.01301 0.13
H -1.44400 -0.41111 0.24357 0.10
```

Computed properties:
SMILES = ONC=S
frontier orbital gap = 9.0 eV
highest occupied orbital energy = -0.3217 Ha
charge = 0

four.
The following is a DFT calculation (ωB97M-V with the def2-TZVPD basis set) of 2 unconnected molecules or ions with the total composition CH3NOS.

```
7
Properties=species:S:1:pos:R:3:lowdin_charge:R:1
O -1.80831 -1.41783 -0.22085 -0.57
S -1.90617 -0.01620 0.14499 0.88
C -0.17045 0.72657 0.67642 -0.25
N -0.42672 1.01737 -0.51875 -0.20
H 0.12306 1.20010 -1.35115 0.11
H 2.25301 -0.69682 0.28841 0.02
H 1.93559 -0.81318 0.98092 0.01
```

Computed properties:
SMILES = O=S1#CN1.[H][H]
frontier orbital gap = 8.9 eV
highest occupied orbital energy = -0.3257 Ha
charge = 0

Winner for stability: two

one.
The following is a DFT calculation (ωB97M-V with the def2-TZVPD basis set) of 2 unconnected molecules or ions with the total composition C5H10NS.

```
17
Properties=species:S:1:pos:R:3:lowdin_charge:R:1
C 0.33713 1.61330 1.05073 0.01
C 0.73811 0.61171 0.11460 -0.19
C -0.78572 0.86607 0.41039 -0.32
C -1.66974 -0.18014 1.08973 -0.06
C 1.52835 -0.85604 -2.60009 -0.40
N 2.64995 -0.25108 -2.91660 0.11
S -0.07448 -0.51326 -2.84191 1.01
H 0.19773 2.61436 1.47936 0.11
H -1.31287 1.45466 -0.35788 0.13
H -1.18557 -1.02988 1.39916 0.04
H -2.50950 -0.50690 0.53467 0.06
H -2.10694 0.21135 2.00808 0.09
H 1.13331 -0.29299 0.63012 0.12
H 2.81655 0.71289 -3.35199 0.19
H 1.11435 0.64935 -0.93557 0.02
H 3.48236 -0.74879 -2.59626 0.14
H -0.56180 -1.17112 -1.81388 -0.07
```

Computed properties:
frontier orbital gap (spin up / spin down) = 4.1 / 7.8 eV
highest occupied orbital energy (spin up / spin down) = -0.4181 / -0.4821 Ha
charge = +1

two.
The following is a DFT calculation (ωB97M-V with the def2-TZVPD basis set) of a molecular structure, C5H10NS.

```
17
Properties=species:S:1:pos:R:3:lowdin_charge:R:1
C -0.14449 -0.85237 -0.09294 -0.43
C -0.92182 -1.29239 0.94347 0.18
C -0.11305 0.59683 -0.59700 -0.32
C 0.95146 0.64613 0.36739 -0.46
C -1.21966 1.56061 -0.34640 -0.02
N 0.63046 -1.68429 -0.88998 0.09
S 2.56290 0.20810 0.24131 0.96
H -1.23826 -2.36480 1.18118 0.13
H -1.37070 -0.70585 1.68713 0.07
H 0.27371 0.40962 -1.55704 0.14
H 0.82644 1.13947 1.34020 0.11
H -0.95713 2.60250 -0.73258 0.13
H -1.44949 1.52876 0.63813 0.04
H -2.15492 1.50741 -1.00557 0.13
H 0.39169 -2.64870 -0.82587 0.11
H 0.90260 -1.46902 -1.84424 0.12
H 3.03026 0.81797 1.49280 0.01
```

Computed properties:
frontier orbital gap (spin up / spin down) = 8.0 / 8.0 eV
highest occupied orbital energy (spin up / spin down) = -0.4907 / -0.4907 Ha
charge = +1

Winner for stability: two

one.
The following is a DFT calculation (ωB97M-V with the def2-TZVPD basis set) of 2 unconnected molecules or ions with the total composition C4H14N2.

```
20
Properties=species:S:1:pos:R:3:lowdin_charge:R:1
C -1.98029 -0.99731 0.36972 -0.12
C -1.41795 -1.15889 -1.05715 -0.37
N -2.26609 -0.54595 -2.04814 -0.04
H -1.80254 0.02982 0.82209 0.07
H -1.31571 -1.58516 0.97212 0.04
H -3.10946 -1.24329 0.43202 0.10
H -1.32552 -2.17108 -1.35250 0.08
H -0.40709 -0.74966 -1.01587 0.07
H -3.07769 0.05760 -1.84111 0.08
H -1.76911 -0.65454 -2.92071 0.06
C 1.30425 1.60165 -0.16584 -0.17
N 1.32845 0.35009 0.63815 -0.18
C 2.57193 0.30107 1.52615 -0.16
H 1.71441 1.43562 -1.19453 0.08
H 1.75900 2.53663 0.32570 0.09
H 0.20361 1.84872 -0.30145 0.08
H 0.56333 0.22164 1.38990 0.11
H 2.68098 1.06314 2.29103 0.06
H 2.90255 -0.67286 2.11382 0.11
H 3.44295 0.33275 1.01662 0.01
```

Computed properties:
SMILES = CCN.CNC
frontier orbital gap = 9.4 eV
highest occupied orbital energy = -0.3061 Ha
charge = 0

two.
The following is a DFT calculation (ωB97M-V with the def2-TZVPD basis set) of 2 unconnected molecules or ions with the total composition C4H14N2.

```
20
Properties=species:S:1:pos:R:3:lowdin_charge:R:1
C -3.52042 -3.56542 0.77267 -0.19
C -2.12634 -3.15862 0.68311 -0.33
C -1.32337 -3.66253 -0.63255 -0.10
H -4.20723 -3.21166 -0.04781 0.08
H -3.96953 -3.36268 1.78840 0.08
H -3.76892 -4.68464 0.63127 0.09
H -1.55211 -3.70981 1.48557 0.10
H -1.82656 -2.10945 0.90876 0.11
H -0.33626 -3.61859 -0.37119 0.01
H -1.46456 -4.83116 -0.98044 0.12
H -1.61123 -3.18311 -1.50352 0.02
N 2.27288 2.98054 0.91763 -0.05
C 1.85729 3.72788 -0.33142 -0.32
N 2.78299 3.95526 -1.49411 0.01
H 1.79794 2.06547 1.11548 0.07
H 3.10943 3.08086 1.47111 0.04
H 0.97809 3.09172 -0.82727 0.14
H 1.53882 4.58079 0.12499 0.05
H 3.53985 4.21768 -0.90701 0.03
H 3.05821 3.07605 -1.80391 0.02
```

Computed properties:
SMILES = CCC.NCN
frontier orbital gap = 9.9 eV
highest occupied orbital energy = -0.3306 Ha
charge = 0

three.
The following is a DFT calculation (ωB97M-V with the def2-TZVPD basis set) of 2 unconnected molecules or ions with the total composition C4H14N2.

```
20
Properties=species:S:1:pos:R:3:lowdin_charge:R:1
C -1.47017 -1.07935 0.18288 -0.16
C -2.48777 0.08176 -0.12106 -0.33
C -1.71235 1.28764 -0.63814 -0.16
H -0.66942 -0.82275 0.92649 0.04
H -2.12477 -1.91239 0.73869 0.10
H -1.01028 -1.67294 -0.56675 0.04
H -3.08602 -0.38953 -1.02991 0.12
H -3.24146 0.18391 0.73745 0.12
H -2.48373 2.01084 -1.13957 0.09
H -0.89482 1.14232 -1.39338 0.07
H -1.31494 1.74290 0.30751 0.07
N 3.37295 -0.66896 -0.20218 -0.02
C 2.04815 -0.12710 0.15156 -0.43
N 1.88562 0.77321 1.21713 -0.01
H 3.56030 -0.46963 -1.18999 0.06
H 3.51627 -1.66118 -0.14397 0.04
H 1.45729 -1.04641 0.16325 0.09
H 1.63503 0.44847 -0.74885 0.11
H 1.91190 1.74014 0.91117 0.07
H 1.10823 0.43905 1.83766 0.08
```

Computed properties:
SMILES = CCC.NCN
frontier orbital gap = 9.9 eV
highest occupied orbital energy = -0.3296 Ha
charge = 0

Winner for stability: three